Record 1
{"formula": "C2H4ClO4S2", "method": "ωB97M-V/def2-TZVPD", "homo_energy_ev": [-4.92, -4.92], "fmax_ev_per_a": 4.69, "relative_energy_ev": 0.192, "gap_ev": [7.60, 7.60], "lumo_ev": [2.681, 2.681], "charge": -1, "species": ["C", "C", "O", "O", "O", "O", "S", "S", "Cl", "H", "H", "H", "H"], "coordinates": [[1.752, 0.638, 0.013], [1.779, -0.811, 0.549], [-3.305, 2.132, 0.953], [-3.306, 1.223, -1.258], [0.411, -1.181, -1.681], [0.202, -3.011, -0.022], [-3.527, 0.979, 0.146], [0.494, -1.593, -0.271], [-1.482, -0.405, 0.508], [2.363, 1.286, 0.693], [2.317, 0.786, -1.001], [0.685, 0.933, -0.167], [1.619, -0.976, 1.539]]}

***

Record 2
{"formula": "CH3N3O3", "method": "ωB97M-V/def2-TZVPD", "homo_energy_ev": -10.70, "fmax_ev_per_a": 4.70, "relative_energy_ev": 1.810, "gap_ev": 11.17, "lumo_ev": 0.467, "charge": 0, "species": ["H", "N", "N", "O", "O", "H", "N", "C", "O", "H"], "coordinates": [[-0.206, -1.394, 0.347], [-1.032, -0.710, 0.642], [-1.666, -0.312, -0.306], [-1.650, -0.508, -1.484], [-2.520, 0.786, 0.011], [-2.935, 0.675, 0.882], [2.176, 0.980, -0.024], [2.605, -0.142, -0.087], [2.699, -1.249, -0.363], [2.529, 1.872, 0.383]]}

***

Record 3
{"formula": "C3H4O3V", "method": "ωB97M-V/def2-TZVPD", "homo_energy_ev": [-8.98, -9.04], "fmax_ev_per_a": 4.83, "spin_multiplicity": 4, "relative_energy_ev": 0.000, "gap_ev": [7.93, 7.71], "lumo_ev": [-1.043, -1.332], "charge": 0, "species": ["O", "C", "O", "C", "C", "O", "V", "H", "H", "H", "H"], "coordinates": [[0.065, -0.761, -1.632], [-0.042, 0.524, -1.898], [-0.358, 0.979, -3.002], [0.546, -0.918, 2.448], [0.574, 0.436, 2.452], [0.083, 1.270, -0.810], [0.676, -0.298, 0.110], [1.469, -1.496, 2.557], [-0.403, -1.461, 2.481], [-0.265, 1.136, 2.424], [1.533, 0.936, 2.617]]}

***

Record 4
{"formula": "C2H3CdLiO4", "method": "ωB97M-V/def2-TZVPD", "homo_energy_ev": [-8.57, -7.03], "fmax_ev_per_a": 5.39, "gap_ev": [7.25, 6.65], "lumo_ev": [-1.322, -0.388], "charge": 0, "species": ["O", "C", "C", "O", "O", "O", "Cd", "Li", "H", "H", "H"], "coordinates": [[-0.910, -1.357, 0.165], [-2.128, -1.223, 0.108], [-2.741, 0.137, 0.005], [-1.819, 1.141, 0.002], [3.356, 0.387, -0.766], [3.423, 0.277, 0.751], [-0.008, 0.557, 0.133], [2.286, -1.344, -0.101], [-2.780, -2.114, 0.050], [-3.475, 0.187, 0.845], [-3.382, 0.097, -0.907]]}

***

Record 5
{"formula": "C4H11N2S", "method": "ωB97M-V/def2-TZVPD", "homo_energy_ev": [-10.33, -13.70], "fmax_ev_per_a": 9.57, "spin_multiplicity": 3, "relative_energy_ev": 3.077, "gap_ev": [6.69, 6.78], "lumo_ev": [-3.646, -6.929], "charge": 1, "species": ["C", "C", "C", "C", "N", "N", "S", "H", "H", "H", "H", "H", "H", "H", "H", "H", "H", "H"], "coordinates": [[-1.300, 1.964, -0.010], [-0.993, 0.687, 0.092], [-1.521, -0.530, -0.567], [0.291, -1.434, 0.665], [2.623, 0.502, -0.806], [-0.950, -1.678, 0.016], [0.193, 0.270, 1.490], [-1.099, 2.775, 0.725], [-1.673, 2.205, -1.015], [-2.584, -0.485, -0.450], [-1.471, -0.458, -1.656], [0.515, -2.379, 1.391], [1.028, -1.158, -0.133], [3.310, -0.242, -0.867], [3.190, 1.148, -0.157], [-1.547, -2.338, 0.449], [2.703, 1.162, -1.697], [-0.716, -0.012, 2.531]]}

***

Record 6
{"formula": "C9H15N5OS", "method": "ωB97M-V/def2-TZVPD", "homo_energy_ev": -9.39, "fmax_ev_per_a": 5.15, "relative_energy_ev": 1.049, "gap_ev": 9.94, "lumo_ev": 0.551, "charge": 0, "species": ["C", "C", "C", "S", "C", "O", "N", "C", "C", "C", "C", "C", "N", "N", "N", "N", "H", "H", "H", "H", "H", "H", "H", "H", "H", "H", "H", "H", "H", "H", "H"], "coordinates": [[-0.534, 0.429, -3.261], [-1.068, 0.233, -1.850], [-2.219, -0.581, -1.865], [-3.094, -0.466, -0.195], [0.070, -0.320, -0.972], [0.480, -1.457, -1.158], [0.433, 0.346, 0.178], [0.132, 1.724, 0.482], [1.306, 2.218, 1.299], [1.982, 1.036, 1.860], [1.501, -0.161, 1.018], [0.832, -1.271, 1.824], [0.442, -1.111, 3.085], [-0.140, -2.264, 3.505], [-0.009, -3.133, 2.618], [0.657, -2.580, 1.543], [0.368, 1.007, -3.222], [-1.201, 1.049, -3.877], [-0.183, -0.462, -3.802], [-1.500, 1.198, -1.594], [-1.858, -1.586, -2.115], [-2.859, -0.462, -2.707], [-3.528, -1.667, 0.117], [-0.172, 2.283, -0.457], [-0.780, 1.631, 1.078], [2.089, 2.727, 0.723], [0.879, 2.878, 2.061], [1.674, 1.079, 2.877], [3.113, 1.158, 1.771], [2.348, -0.579, 0.477], [0.835, -2.897, 0.561]]}

***

Which formula does entry 4 have?
C2H3CdLiO4